Below is C16H19N5O2 in the gas phase, with properties calculated with ωB97M-V/def2-TZVPD.

Geometry as ORCA input:
```
! RIJCOSX wB97M-V def2-TZVPD def2/J DEFGRID3
* xyz 0 1
O 4.6362 1.4246 3.3046
C 4.8400 0.4402 2.6187
N 3.9722 -0.1818 1.7880
C 2.6394 0.1301 1.5067
C 1.9779 1.2092 2.0867
C 0.6599 1.4561 1.7614
C -0.0390 0.6526 0.8635
C -1.4770 0.9825 0.5765
C -2.1163 0.2072 -0.5701
C -3.5337 0.7024 -0.8194
O -4.0604 1.5798 -0.1614
N -4.1845 0.0940 -1.8323
C -3.6626 -0.9198 -2.7253
C -4.8598 -1.3025 -3.5969
C -5.6834 -0.0165 -3.6319
C -5.5276 0.5066 -2.2092
C 0.6331 -0.4207 0.2927
C 1.9541 -0.6802 0.6073
C 6.1541 -0.2364 2.6155
N 6.5009 -1.3058 1.9188
C 7.7815 -1.5100 2.2725
N 8.2417 -0.6358 3.1400
N 7.2057 0.1699 3.3543
H 4.3520 -0.9911 1.3087
H 2.4988 1.8436 2.7839
H 0.1544 2.2955 2.2160
H -1.5604 2.0504 0.3589
H -2.0669 0.8115 1.4819
H -2.1603 -0.8589 -0.3352
H -1.5343 0.3343 -1.4863
H -2.8507 -0.5076 -3.3385
H -3.2705 -1.7759 -2.1690
H -5.4326 -2.0960 -3.1159
H -4.5569 -1.6411 -4.5854
H -5.2494 0.6880 -4.3423
H -6.7232 -0.1887 -3.8993
H -6.2593 0.0487 -1.5336
H -5.6157 1.5908 -2.1212
H 0.1342 -1.0727 -0.4072
H 2.4614 -1.5199 0.1528
H 8.3746 -2.3114 1.8839
H 7.2526 0.9548 3.9868
*
```

As for the frontier orbital gap: 8.85 eV. The value obtained for the energy above the lowest of the compared OMol25 structures with the same formula, charge and spin is 87.5 kJ/mol. As for the SMILES: O=C(Nc1ccc(CCC(=O)N2CCCC2)cc1)c1ncn[nH]1.

Below is a molecular structure, C24H36AuIO4SSi, with properties calculated with ωB97M-V/def2-TZVPD.

Geometry as ORCA input:
```
! RIJCOSX wB97M-V def2-TZVPD def2/J DEFGRID3
* xyz 0 1
Au 0.4866 -0.2278 -0.8471
I -1.4115 -1.6699 1.2581
C 0.2966 -2.8683 1.1515
C 0.1288 -4.1754 1.5017
C 1.2499 -5.0081 1.7148
C 2.5001 -4.4810 1.6615
C 2.7048 -3.1270 1.2900
C 4.0142 -2.5853 1.2932
C 4.2404 -1.3037 0.8992
C 3.1728 -0.5336 0.3865
C 1.8961 -1.0259 0.3639
C 1.5985 -2.3085 0.9293
H -0.8658 -4.5701 1.6561
H 1.0981 -6.0472 1.9746
H 3.3661 -5.0862 1.9020
H 4.8315 -3.2180 1.6179
H 5.2385 -0.8856 0.9312
H 3.3900 0.4380 -0.0411
C 3.2628 1.6666 -3.6698
C 2.1748 1.1185 -4.5800
C 2.7071 0.9097 -5.9928
C 0.9625 2.0410 -4.5887
O 1.8285 -0.1667 -4.0342
Si 0.5643 -1.1769 -4.2406
S -0.7520 -1.1452 -2.5725
O 1.1129 -2.7072 -4.4301
C 2.2523 -3.4149 -3.9107
C 2.4195 -3.1323 -2.4244
C 3.4888 -2.9792 -4.6869
C 1.9584 -4.8877 -4.1438
O -0.2446 -0.7588 -5.5918
C -1.0817 -1.4953 -6.4961
C -0.1886 -2.1235 -7.5579
C -1.8771 -2.5669 -5.7584
C -2.0246 -0.4752 -7.1161
H 3.6537 2.6068 -4.0633
H 4.0830 0.9498 -3.5987
H 2.8639 1.8441 -2.6706
H 2.9811 1.8649 -6.4446
H 1.9455 0.4344 -6.6128
H 3.5903 0.2680 -5.9741
H 1.2425 3.0200 -4.9824
H 0.5775 2.1685 -3.5769
H 0.1704 1.6275 -5.2125
H 2.6170 -2.0717 -2.2523
H 3.2546 -3.7085 -2.0199
H 1.5109 -3.4041 -1.8832
H 3.6509 -1.9084 -4.5617
H 3.3573 -3.1870 -5.7506
H 4.3720 -3.5139 -4.3311
H 1.0689 -5.1858 -3.5867
H 2.7998 -5.5026 -3.8182
H 1.7806 -5.0710 -5.2046
H 0.5236 -2.8041 -7.0888
H 0.3671 -1.3493 -8.0902
H -0.7864 -2.6829 -8.2799
H -1.2119 -3.3056 -5.3090
H -2.5446 -3.0755 -6.4558
H -2.4764 -2.1177 -4.9646
H -1.4548 0.3092 -7.6170
H -2.6396 -0.0149 -6.3415
H -2.6799 -0.9536 -7.8461
C 0.8903 1.9431 1.2591
C 0.7451 1.6798 -0.2165
O 0.7628 2.4641 -1.0993
H 1.3919 2.9000 1.4058
H 1.4259 1.1230 1.7253
H -0.1106 1.9897 1.6939
*
```

As for the frontier orbital gap: 7.27 eV.

Below is C2H6N2O in the gas phase, with properties calculated with ωB97M-V/def2-TZVPD.

Geometry as ORCA input:
```
! RIJCOSX wB97M-V def2-TZVPD def2/J DEFGRID3
* xyz 0 1
H 1.0543 0.4153 1.5296
N 1.5042 0.3210 0.3758
C 0.3553 -0.0636 -0.0355
C -0.7842 -0.8519 0.5932
N 0.2027 0.2231 -1.3424
O 0.7747 1.4054 -1.6625
H -1.6782 -0.4569 1.4039
H -1.4244 -1.4836 -0.0874
H -0.2578 -1.5106 1.2463
H -0.8123 0.1992 -1.3375
H 1.0658 1.8026 -0.6835
*
```

As for the frontier orbital gap: 9.95 eV. The value obtained for the energy above the lowest of the compared OMol25 structures with the same formula, charge and spin is 515.6 kJ/mol. As for the SMILES: [H]/N=C(\C)NO.

Below is a molecular structure, C24H17ClN4O2S, with properties calculated with ωB97M-V/def2-TZVPD.

Geometry as ORCA input:
```
! RIJCOSX wB97M-V def2-TZVPD def2/J DEFGRID3
* xyz 0 1
O -2.7649 -3.7457 -0.8808
C -1.9438 -2.8088 -0.7033
N -0.5785 -2.9711 -0.6380
N 0.2975 -2.2037 -0.4912
C 1.4852 -2.7095 -0.4988
C 2.4283 -1.5996 -0.2026
C 2.2301 -0.3990 -0.6708
C 3.3145 0.7161 -0.8768
C 3.1952 1.9898 -1.4545
C 4.3122 2.8142 -1.2370
C 5.3635 2.7279 -0.4733
C 5.4423 1.3952 -0.0061
C 4.5331 0.1732 -0.1411
N 4.6805 -0.7717 0.5775
C 3.7039 -1.7497 0.2938
Cl 3.9264 -3.2850 1.3092
H 6.4606 0.8588 0.7089
H 6.1788 3.2013 -0.3175
H 4.3103 3.9399 -1.7558
H 2.3313 2.2576 -1.8057
H 1.3652 -0.0584 -1.4710
H 1.6470 -3.4841 -0.1596
H -0.5125 -3.9381 -0.6725
C -2.6771 -1.3969 -0.2352
C -3.9713 -1.1507 -0.7109
C -4.7723 -0.2758 -0.0653
C -6.2169 -0.5350 -0.2363
C -6.8714 0.8805 0.3213
C -6.1452 1.5419 1.1116
S -4.3950 1.0758 0.9387
H -6.3079 2.5826 1.4857
H -8.0062 0.8263 0.1830
H -6.6770 -1.1029 -0.7587
H -4.4929 -2.3292 -0.8780
N -1.7404 -0.5202 -0.0468
C -1.7118 1.0583 -0.3998
O -2.6274 1.3339 -1.2769
C -0.6066 1.6929 0.3140
C -0.4022 2.9426 -0.5602
C 0.5331 3.8485 -0.0732
C 1.5550 3.2506 1.0327
C 1.1145 2.1902 1.7479
C 0.1216 1.2500 1.1345
H -0.0012 0.2289 1.6659
H 1.7847 1.8772 2.2559
H 2.4410 3.9008 1.1812
H 0.8935 4.5592 -0.6168
H -0.9118 3.0407 -1.3431
H -0.7607 -0.7192 0.0943
*
```

As for the frontier orbital gap: 5.81 eV. The value obtained for the energy above the lowest of the compared OMol25 structures with the same formula, charge and spin is 2028.6 kJ/mol.

Below is a molecular structure, C42H40F5N6OS7SbW, with properties calculated with ωB97M-V/def2-TZVPD.

Geometry as ORCA input:
```
! RIJCOSX wB97M-V def2-TZVPD def2/J DEFGRID3
* xyz 0 3
W -0.3001 -0.4378 -0.1871
S 1.3039 2.2687 -5.1887
Sb 2.3451 0.9596 -3.5337
S 0.1604 1.1827 -2.0619
S -0.3430 -0.6784 -2.6578
S 3.5254 2.8427 -2.8316
N -2.3744 -1.4625 -0.6674
C -3.5246 -1.3327 0.2464
C -3.1998 -1.8249 1.6541
C -2.2530 -0.8997 2.4151
N -0.8638 -0.9105 1.9294
H -2.6207 -1.0476 -1.5672
H -2.2325 -2.4564 -0.8514
H -4.3746 -1.9069 -0.1415
H -3.8089 -0.2807 0.2836
H -2.7877 -2.8343 1.6112
H -4.1377 -1.8735 2.2114
H -2.2734 -1.1712 3.4755
H -2.6211 0.1213 2.3272
H -0.3771 -1.6959 2.3560
H -0.4304 -0.0250 2.3366
N -1.6413 1.1170 0.2959
S -2.4348 2.2955 0.7311
N -2.1958 3.0641 2.1081
S -0.7763 3.0094 2.8805
N -0.1839 1.7157 3.1956
S 2.4218 1.3028 1.8256
N 1.5249 0.4093 0.7320
C 3.8983 2.0239 1.0751
C 4.2144 3.2322 1.6910
C 5.2821 3.9809 1.2344
C 6.0309 3.5255 0.1583
C 5.7186 2.3177 -0.4421
C 4.6478 1.5580 0.0096
C 3.1412 -0.0672 2.7542
C 2.3424 -0.5824 3.7686
C 2.7691 -1.6965 4.4697
C 3.9944 -2.2761 4.1727
C 4.7920 -1.7401 3.1741
C 4.3684 -0.6329 2.4546
C -1.1746 3.9790 4.3522
C -2.3688 4.6657 4.4781
C -2.5959 5.4242 5.6175
C -1.6271 5.5023 6.6067
C -0.4325 4.8086 6.4702
C -0.2085 4.0357 5.3438
C 0.1866 4.2207 1.9188
C 0.6008 3.8356 0.6537
C 1.2410 4.7417 -0.1738
C 1.4834 6.0294 0.2806
C 1.0565 6.4148 1.5412
C 0.3945 5.5151 2.3652
C -2.5296 3.5851 -0.5293
C -2.2417 3.2749 -1.8450
C -2.2374 4.2821 -2.7962
C -2.5593 5.5789 -2.4246
C -2.8942 5.8705 -1.1090
C -2.8728 4.8719 -0.1500
C -4.2055 1.9343 0.9605
C -5.0394 1.8064 -0.1385
C -6.3879 1.5491 0.0513
C -6.8951 1.4110 1.3349
C -6.0539 1.5315 2.4310
C -4.7073 1.8008 2.2452
H 3.6124 3.5750 2.5223
H 5.5150 4.9256 1.7052
H 6.8456 4.1239 -0.2243
H 6.2849 1.9728 -1.2940
H 4.3969 0.6332 -0.4870
H 1.3944 -0.1027 3.9676
H 2.1469 -2.1119 5.2504
H 4.3251 -3.1494 4.7168
H 5.7492 -2.1869 2.9465
H 4.9886 -0.2272 1.6702
H -3.0952 4.6016 3.6815
H -3.5245 5.9654 5.7289
H -1.8040 6.1066 7.4855
H 0.3248 4.8820 7.2374
H 0.7110 3.4806 5.2081
H 0.4026 2.8223 0.3256
H 1.5629 4.4440 -1.1613
H 1.9992 6.7334 -0.3568
H 1.2301 7.4247 1.8860
H 0.0448 5.8228 3.3399
H -1.9956 2.2569 -2.1053
H -1.9743 4.0530 -3.8182
H -2.5517 6.3667 -3.1641
H -3.1673 6.8775 -0.8277
H -3.1087 5.0672 0.8868
H -4.6341 1.9210 -1.1346
H -7.0446 1.4729 -0.8031
H -7.9492 1.2211 1.4810
H -6.4489 1.4262 3.4316
H -4.0412 1.9399 3.0846
O 2.7615 -0.4341 -1.0654
C 1.7795 -0.2575 -0.3727
F 0.0258 -3.2388 -1.4199
C 0.2372 -2.5811 -0.2245
F -0.7064 -3.2241 0.6152
C 1.5585 -3.1180 0.3423
F 1.5106 -4.4006 0.7351
F 2.5987 -3.0024 -0.4647
F 1.8216 -2.4077 1.4742
*
```

As for the expectation value of S²: 2.024. As for the frontier orbital gap (alpha / beta): 7.14 / 5.86 eV. The value obtained for the energy above the lowest of the compared OMol25 structures with the same formula, charge and spin is 54.3 kJ/mol.

Below is C5H7NO in the gas phase, with properties calculated with ωB97M-V/def2-TZVPD.

Geometry as ORCA input:
```
! RIJCOSX wB97M-V def2-TZVPD def2/J DEFGRID3
* xyz 0 1
H 3.4884 -0.0604 0.3709
N 2.8547 -0.6533 -0.1690
C 1.6584 -0.3197 0.0826
C 0.3972 -0.8573 -0.4342
C -0.6273 -0.0492 -0.1166
C -2.0787 -0.2779 -0.4423
C -0.0795 1.1236 0.6351
O 1.3348 0.6958 0.9509
H 0.3533 -1.7751 -1.0048
H -2.7447 0.0084 0.3808
H -2.3723 0.3110 -1.3180
H -2.2645 -1.3338 -0.6725
H -0.6413 1.3618 1.5624
H 0.7215 1.8261 0.1746
*
```

As for the frontier orbital gap: 9.73 eV. The value obtained for the energy above the lowest of the compared OMol25 structures with the same formula, charge and spin is 247.0 kJ/mol. As for the SMILES: [H]/N=C1/C=C(C)CO1.

Below is 2 unconnected molecules or ions with the total composition C3H7ClNO3S, with properties calculated with ωB97M-V/def2-TZVPD.

Geometry as ORCA input:
```
! RIJCOSX wB97M-V def2-TZVPD def2/J DEFGRID3
* xyz -1 1
C 0.0009 1.2527 0.8888
C -0.1557 1.0326 -1.7079
C 0.2291 0.3226 -0.3244
N -0.3054 -0.9401 -0.2943
O 0.8586 -1.3891 2.0503
O -0.3279 -3.1879 0.9734
O 1.6178 -2.1359 -0.1300
S 0.4618 -1.9576 0.7834
Cl -2.5341 -0.9025 0.7303
H -1.0566 1.3869 0.9945
H 0.2534 0.6706 1.9020
H 0.4579 2.4038 0.7089
H -1.2764 1.2328 -1.8388
H 0.1692 0.2085 -2.4036
H 0.3029 2.0508 -1.8536
H 1.3045 -0.0481 -0.4791
*
```

As for the frontier orbital gap (alpha / beta): 7.36 / 7.00 eV. The value obtained for the energy above the lowest of the compared OMol25 structures with the same formula, charge and spin is 324.7 kJ/mol.

Below is a molecular structure, C19H56O17P4Sb, with properties calculated with ωB97M-V/def2-TZVPD.

Geometry as ORCA input:
```
! RIJCOSX wB97M-V def2-TZVPD def2/J DEFGRID3
* xyz -1 1
C -0.8242 0.5537 -0.2683
O 0.1489 -0.1325 -1.1435
C 1.3476 0.6850 -1.3846
C 2.4676 0.5971 -0.1495
C 2.2128 -0.7577 0.7398
C 3.2147 -0.9269 2.0370
C 3.4986 0.4565 2.8688
C 5.0624 0.9751 2.6332
Sb 5.4756 2.8405 3.8270
H -1.7260 0.8810 -0.9533
H -1.2710 -0.1565 0.5795
H -0.3274 1.5076 0.2445
H 1.0251 1.8077 -1.5774
H 1.8643 0.2783 -2.3790
H 3.5212 0.5543 -0.7094
H 2.5027 1.5888 0.4985
H 2.4003 -1.6918 0.0207
H 1.1066 -0.8482 1.1760
H 4.1689 -1.4946 1.6676
H 2.6487 -1.6590 2.7893
H 2.6996 1.3024 2.7095
H 3.4373 0.1693 4.0234
H 5.7804 0.1449 3.0741
H 5.3037 1.1423 1.5002
H 4.2895 3.7155 2.8691
H 4.2099 2.4259 4.9567
H 6.6145 1.9338 4.8122
H 6.7604 3.3122 2.7317
H 5.8259 4.2950 4.7547
C -0.4602 -2.3414 -3.4673
O -1.3343 -3.3406 -3.9380
P -2.4775 -2.9532 -5.0099
O -2.0682 -1.9723 -6.0578
O -3.7569 -2.5137 -4.1303
C -3.6207 -2.1962 -2.7656
O -2.8692 -4.4169 -5.5598
C -4.2202 -4.7655 -5.7508
H 0.5677 -2.6348 -3.6912
H -0.6655 -1.3655 -3.9133
H -0.5728 -2.2671 -2.3817
H -2.9908 -1.3119 -2.6450
H -3.2043 -3.0427 -2.2139
H -4.6106 -1.9756 -2.3588
H -4.8244 -4.5076 -4.8782
H -4.2729 -5.8509 -5.8759
H -4.6219 -4.2832 -6.6446
C -5.2267 2.3986 1.3806
O -6.1286 2.2408 0.3101
P -5.5679 1.8153 -1.1427
O -4.4645 0.8103 -1.1351
O -5.2186 3.2025 -1.8892
C -5.0942 4.4022 -1.1631
O -6.9318 1.3273 -1.8497
C -7.2148 1.6978 -3.1785
H -5.5143 1.7233 2.1893
H -4.1940 2.1965 1.0874
H -5.2985 3.4279 1.7440
H -4.2519 4.3384 -0.4705
H -6.0190 4.6227 -0.6240
H -4.9049 5.2169 -1.8663
H -7.0624 2.7683 -3.3336
H -8.2712 1.4869 -3.3686
H -6.6044 1.1238 -3.8789
C 3.4376 -3.2940 -2.1844
O 3.9381 -4.5504 -1.7904
P 5.4179 -4.6499 -1.1529
O 5.7951 -3.5382 -0.2311
O 6.4107 -4.8590 -2.4076
C 5.9842 -4.5819 -3.7203
O 5.3434 -6.1081 -0.4701
C 6.4244 -7.0029 -0.5871
H 2.5093 -3.0965 -1.6440
H 4.1479 -2.4858 -1.9956
H 3.2165 -3.3305 -3.2551
H 5.7593 -3.5183 -3.8273
H 5.1107 -5.1869 -3.9762
H 6.7921 -4.8374 -4.4102
H 6.7671 -7.0791 -1.6214
H 6.0746 -7.9943 -0.2845
H 7.2487 -6.7015 0.0630
C -0.9366 1.9625 3.4225
O -1.9730 2.6167 4.1171
P -2.1139 4.2209 4.0037
O -1.8418 4.7947 2.6529
O -1.1982 4.8155 5.1917
C -0.2347 4.0131 5.8319
O -3.6211 4.4194 4.5393
C -3.9246 5.4623 5.4356
H -1.3733 1.2227 2.7482
H -0.3173 2.6565 2.8498
H -0.3076 1.4421 4.1506
H 0.5401 3.7151 5.1219
H -0.7037 3.1337 6.2803
H 0.2309 4.5973 6.6293
H -3.2140 5.4931 6.2647
H -4.9134 5.2644 5.8595
H -3.9438 6.4241 4.9184
*
```

As for the frontier orbital gap: 5.38 eV.

Below is a molecular structure, C41H35BGeMoN9O4S2, with properties calculated with ωB97M-V/def2-TZVPD.

Geometry as ORCA input:
```
! RIJCOSX wB97M-V def2-TZVPD def2/J DEFGRID3
* xyz -1 3
Mo 1.4609 0.1661 -0.2146
C 4.6935 2.7844 1.6747
C 4.2177 2.0531 0.5818
N 3.1586 1.3334 0.9287
N 2.9292 1.5898 2.2338
C 3.8369 2.4599 2.7038
B 1.6899 1.0363 2.9592
N 1.6823 -0.4868 2.7405
C 1.9956 -1.3987 3.6721
C 2.2984 -2.5831 3.0387
C 2.1504 -2.3038 1.6830
N 1.7538 -1.0394 1.5056
N 0.4598 1.6603 2.2872
C -0.4825 2.4902 2.7619
C -1.3170 2.8342 1.7150
C -0.7995 2.1509 0.6144
N 0.2760 1.4573 0.9775
H 5.5414 3.4463 1.7079
H 4.6038 2.0235 -0.4177
H 3.8126 2.8041 3.7248
H 1.7207 1.2840 4.1292
H 1.9996 -1.1392 4.7166
H 2.5741 -3.5229 3.4830
H 2.3463 -2.9585 0.8553
H -0.5110 2.7702 3.8016
H -2.1737 3.4844 1.7382
H -1.1403 2.1362 -0.4071
C 1.7281 6.0654 1.1277
C 1.6916 5.3682 -0.1863
N 1.5869 4.0765 -0.3889
C 1.5919 3.8927 -1.7449
C 1.6951 5.1199 -2.3684
N 1.7648 6.0368 -1.3601
C 1.6966 5.6081 -3.7629
O 1.6414 4.7016 -4.7006
O 1.7413 6.8066 -3.9791
C 1.4630 2.5699 -2.4457
O 1.3557 2.6389 -3.6885
O 1.4340 1.4555 -1.8428
H 1.4030 5.3877 1.9110
H 1.0782 6.9423 1.1108
H 2.7442 6.3935 1.3542
H 1.8518 7.0253 -1.5335
H 1.5350 3.7605 -4.2841
S 4.4369 0.3278 -2.2980
C 3.5015 -1.0345 -2.2945
N 2.5126 -1.3609 -1.4436
C 2.0022 -2.6322 -1.7121
C 1.0092 -3.3173 -1.0072
C 0.6630 -4.6087 -1.3696
C 1.2591 -5.2430 -2.4509
C 2.2372 -4.5839 -3.1770
C 2.6024 -3.3040 -2.7922
S 3.8256 -2.3000 -3.5024
H 0.5213 -2.8459 -0.1701
H -0.1029 -5.1290 -0.8065
H 0.9555 -6.2453 -2.7249
H 2.7283 -5.0491 -4.0223
C -0.2682 -0.4190 -0.9889
Ge -1.8706 -1.2343 -0.2824
C -3.4944 -0.0812 -0.3230
C -4.4891 -0.1902 0.6459
C -5.6568 0.5550 0.5545
C -5.8474 1.4184 -0.5148
C -4.8654 1.5383 -1.4880
C -3.6992 0.7930 -1.3886
C -1.6698 -1.7842 1.6099
C -1.8089 -0.8091 2.5984
C -1.6908 -1.1295 3.9426
C -1.4082 -2.4347 4.3219
C -1.2412 -3.4106 3.3502
C -1.3764 -3.0864 2.0073
C -2.4536 -2.7823 -1.3840
C -1.9339 -2.9341 -2.6674
C -2.3237 -3.9886 -3.4789
C -3.2422 -4.9182 -3.0127
C -3.7836 -4.7718 -1.7425
C -3.3943 -3.7078 -0.9407
H -0.5146 -0.0828 -2.0067
H -4.3462 -0.8629 1.4845
H -6.4181 0.4655 1.3205
H -6.7637 1.9907 -0.5929
H -5.0111 2.2180 -2.3188
H -2.9349 0.8935 -2.1529
H -2.0347 0.2118 2.3043
H -1.8342 -0.3625 4.6950
H -1.3242 -2.6913 5.3711
H -1.0152 -4.4288 3.6440
H -1.2662 -3.8608 1.2544
H -1.1922 -2.2295 -3.0279
H -1.9020 -4.0864 -4.4718
H -3.5294 -5.7563 -3.6362
H -4.5042 -5.4945 -1.3778
H -3.8238 -3.6022 0.0510
*
```

As for the expectation value of S²: 2.366. As for the frontier orbital gap (alpha / beta): 6.86 / 6.97 eV. The value obtained for the energy above the lowest of the compared OMol25 structures with the same formula, charge and spin is 47.5 kJ/mol.